48
Properties=species:S:1:pos:R:3:mulliken_charge:R:1 method="wB97M-V/def2-TZVPD" energy_ev=-34349.9107 largest_force_ev_per_a=3.0 de_lowest_kcal_mol=2.5 lumo_energy_ev=0.655 smiles="COC(=O)OC.COC(=O)OC.COC(=O)OC.CO.CO"
C -0.894 -2.653 -4.189 -0.525
O -0.561 -1.175 -4.161 -0.407
C -0.809 -0.599 -2.979 0.804
O -1.354 -1.186 -2.041 -0.496
O -0.442 0.675 -2.982 -0.393
C -0.724 1.490 -1.846 -0.450
H -0.076 -3.149 -3.706 0.241
H -0.987 -2.943 -5.214 0.292
H -1.869 -2.845 -3.631 0.214
H -0.191 2.399 -1.938 0.252
H -0.391 1.033 -0.861 0.138
H -1.773 1.719 -1.700 0.326
C 2.842 -1.225 -1.695 -0.932
O 1.775 -1.317 -0.736 -0.187
C 1.091 -2.433 -0.820 0.932
O 1.219 -3.216 -1.731 -0.683
O 0.382 -2.621 0.273 -0.145
C -0.473 -3.801 0.322 -0.865
H 3.002 -2.177 -2.206 0.405
H 3.712 -0.853 -1.137 0.236
H 2.552 -0.532 -2.460 0.308
H 0.057 -4.731 0.009 0.366
H -1.309 -3.640 -0.330 0.313
H -0.821 -3.921 1.369 0.236
C -3.234 -0.920 0.703 -0.453
O -2.358 -1.504 1.682 -0.318
C -1.356 -0.741 2.027 0.836
O -1.058 0.366 1.546 -0.573
O -0.674 -1.307 3.033 -0.388
C 0.668 -0.745 3.301 -0.630
H -2.690 -0.725 -0.184 0.072
H -3.842 -0.131 1.128 0.345
H -3.921 -1.692 0.460 0.245
H 1.135 -1.562 3.863 0.295
H 0.683 0.084 4.043 0.323
H 1.258 -0.552 2.428 0.194
C -0.077 5.666 1.904 -0.540
O 0.054 4.700 2.952 -0.549
H -1.087 5.754 1.500 0.231
H 0.130 6.732 2.266 0.246
H 0.662 5.478 1.082 0.182
H 0.481 3.975 2.463 0.457
C 2.258 2.564 1.375 -0.537
O 0.838 2.732 1.037 -0.524
H 2.411 2.378 2.447 0.319
H 2.653 1.714 0.816 0.077
H 2.748 3.482 1.088 0.340
H 0.355 1.954 1.430 0.368

---

45
Properties=species:S:1:pos:R:3:mulliken_charge:R:1 method="wB97M-V/def2-TZVPD" charge=+2 energy_ev=-56580.5934 largest_force_ev_per_a=5.5 de_lowest_kcal_mol=224.3 lumo_energy_ev="-7.395 / -10.828" multiplicity=6 s_squared=8.793
C -1.441 0.474 -3.164 -1.651
I -3.925 -0.968 -2.421 0.652
H -0.817 0.840 -3.995 0.386
H -0.656 0.126 -2.359 0.244
H -1.966 1.407 -2.802 0.989
Ru 0.027 -0.693 1.568 -0.184
P 0.638 -2.091 -0.912 0.820
C 2.187 -2.959 -0.504 -1.197
C -0.590 -3.414 -1.544 -0.908
H -0.077 -4.350 -1.895 0.393
H 1.852 -2.293 -3.233 0.416
H -1.112 -2.889 -2.398 0.194
H 0.268 -1.433 -3.317 0.244
H 1.810 -3.817 0.081 0.420
H -1.253 -3.631 -0.665 0.323
C 1.163 -1.589 -2.682 -1.241
H 2.733 -3.304 -1.402 0.430
H 1.724 -0.643 -2.642 0.424
H 2.798 -2.209 0.057 0.267
P -1.822 1.501 0.325 0.512
C -1.390 2.353 1.933 -1.046
C -1.579 2.859 -0.881 -1.271
H -3.948 1.696 -0.882 0.190
H -3.968 2.882 0.542 0.383
H -4.255 1.086 0.860 0.325
C -3.729 1.840 0.218 -1.009
H -1.952 2.568 -1.855 0.571
H -1.990 3.846 -0.593 0.433
H -2.163 3.062 2.293 0.412
H -0.446 2.853 1.660 0.331
H -0.536 3.082 -1.036 0.431
H -1.236 1.498 2.617 0.316
Cl -2.424 -0.629 -4.595 -0.032
C 0.895 -1.014 3.207 -1.179
C 2.141 -0.336 2.970 0.767
N 2.359 0.273 1.780 -0.152
C 3.208 1.340 2.037 -0.495
C 3.560 1.409 3.380 -0.326
N 2.935 0.282 3.954 -0.096
H 0.896 -1.306 4.313 0.367
H 0.831 0.439 0.584 0.246
H 0.686 -2.097 1.446 0.213
H 3.276 1.957 1.152 0.427
H 4.202 2.131 3.911 0.394
H 3.086 -0.138 4.889 0.266

---

59
Properties=species:S:1:pos:R:3:mulliken_charge:R:1 method="wB97M-V/def2-TZVPD" charge=+1 energy_ev=-52029.2664 largest_force_ev_per_a=5.3 lumo_energy_ev="-3.671 / -10.248" multiplicity=2 s_squared=0.757
C 3.021 2.380 -0.564 -0.508
N 4.178 1.611 -1.197 0.921
O 4.242 0.455 -0.910 -0.517
O 5.024 2.274 -1.806 -0.550
H 2.570 3.098 -1.249 0.260
H 3.416 2.882 0.318 0.378
H 2.227 1.660 -0.361 0.027
C -1.809 -4.438 3.954 -0.599
N -2.392 -4.762 2.652 0.920
O -3.532 -4.451 2.594 -0.522
O -1.662 -5.150 1.765 -0.524
H -1.231 -5.266 4.364 0.280
H -2.609 -4.183 4.649 0.327
H -1.219 -3.533 3.812 0.166
C -0.424 -2.101 1.488 -0.781
N 0.393 -0.910 1.610 0.895
O 0.411 -0.084 0.669 -0.433
O 0.991 -0.733 2.649 -0.519
H -0.195 -2.839 2.256 0.323
H -0.473 -2.555 0.498 0.060
H -1.420 -1.731 1.731 0.391
C 3.074 -0.944 4.998 -0.696
N 4.259 -1.262 5.880 0.853
O 4.167 -1.846 6.963 -0.512
O 5.339 -0.863 5.497 -0.501
H 2.779 0.095 5.145 0.291
H 2.228 -1.581 5.257 0.286
H 3.225 -1.068 3.925 0.283
C -2.377 -2.953 -2.094 -0.749
N -2.861 -1.692 -1.610 0.940
O -3.688 -1.097 -2.367 -0.533
O -2.510 -1.306 -0.525 -0.445
H -1.609 -3.251 -1.380 0.191
H -2.063 -2.893 -3.136 0.265
H -3.174 -3.695 -2.128 0.315
C -1.261 1.918 -4.694 -0.801
O -0.402 1.384 -3.786 -0.245
C -0.161 0.084 -3.737 0.749
O -0.854 -0.761 -4.341 -0.612
O 0.713 -0.131 -2.826 -0.154
C 1.125 -1.451 -2.466 -0.429
H -2.213 1.391 -4.752 0.352
H -0.889 1.947 -5.718 0.372
H -1.470 2.970 -4.502 0.225
H 1.436 -2.025 -3.338 0.399
H 0.434 -2.095 -1.921 -0.007
H 2.014 -1.227 -1.876 0.200
C -1.992 1.989 -0.868 -0.545
O -2.140 3.378 -1.139 -0.212
C -1.180 4.241 -0.776 0.954
O -0.263 3.975 -0.018 -0.133
O -1.470 5.408 -1.162 -0.241
C -0.621 6.520 -0.851 -0.689
H -2.217 1.814 0.184 0.510
H -0.983 1.583 -0.936 0.119
H -2.723 1.358 -1.373 0.249
H 0.408 6.216 -1.042 0.365
H -0.765 6.920 0.153 0.333
H -0.824 7.324 -1.559 0.255

---

53
Properties=species:S:1:pos:R:3:mulliken_charge:R:1 method="wB97M-V/def2-TZVPD" charge=-1 energy_ev=-65746.7049 largest_force_ev_per_a=4.3 lumo_energy_ev=1.534
C 2.394 0.303 4.587 -1.366
C 3.851 0.633 4.475 0.226
I 4.260 2.539 5.389 -0.110
C 4.781 -0.117 3.893 -0.256
I 6.786 0.520 3.780 -0.039
B 4.469 -1.588 3.212 0.323
C 4.117 -1.456 1.602 -0.134
C 5.243 -0.933 0.728 -0.659
O 6.471 -1.616 1.004 -0.490
H 2.035 0.605 5.572 0.484
H 2.219 -0.760 4.474 0.266
H 1.821 0.897 3.874 0.284
H 3.494 -2.105 3.750 -0.342
H 5.443 -2.304 3.366 -0.222
H 3.267 -0.774 1.488 0.000
H 3.853 -2.433 1.202 0.138
H 5.009 -1.093 -0.334 0.371
H 5.351 0.150 0.874 0.258
H 7.066 -1.443 0.274 0.276
C -1.251 -1.287 0.318 -0.570
O 0.024 -1.487 -0.338 -0.181
P 0.556 -2.913 -0.784 0.933
O 1.926 -3.160 -0.370 -0.538
O 0.530 -2.605 -2.398 -0.376
C -0.537 -1.867 -2.963 -0.696
O -0.348 -4.228 -0.821 -0.352
C -0.045 -5.188 -1.838 -0.643
H -1.082 -0.713 1.224 0.247
H -1.906 -0.721 -0.343 0.209
H -1.728 -2.232 0.581 0.327
H -0.275 -0.809 -3.019 0.251
H -1.465 -1.971 -2.394 0.287
H -0.709 -2.244 -3.973 0.306
H 1.029 -5.264 -1.992 0.322
H -0.538 -4.925 -2.772 0.226
H -0.434 -6.139 -1.480 0.238
C -6.156 1.818 -2.384 -0.670
O -5.295 2.027 -1.246 -0.286
P -3.830 2.648 -1.366 1.023
O -2.842 1.874 -0.627 -0.569
O -4.150 4.017 -0.539 -0.372
C -5.375 4.705 -0.722 -0.684
O -3.254 3.314 -2.682 -0.321
C -2.312 4.392 -2.513 -0.631
H -6.494 0.785 -2.373 0.250
H -7.017 2.479 -2.303 0.279
H -5.648 2.010 -3.330 0.333
H -6.101 4.385 0.026 0.248
H -5.797 4.548 -1.719 0.291
H -5.183 5.770 -0.595 0.285
H -1.650 4.197 -1.673 0.351
H -2.836 5.333 -2.368 0.234
H -1.739 4.433 -3.435 0.242

---

55
Properties=species:S:1:pos:R:3:mulliken_charge:R:1 method="wB97M-V/def2-TZVPD" charge=-1 energy_ev=-142670.6114 largest_force_ev_per_a=0.3 de_lowest_kcal_mol=9.7 lumo_energy_ev="2.548 / 2.540" multiplicity=2 s_squared=0.753
Pd 0.480 -0.286 0.336 0.234
Cl -1.026 2.523 -2.222 -0.463
Ge -1.123 1.639 -0.113 0.373
Cl -3.380 1.266 -0.110 -0.513
Cl -1.402 3.676 0.963 -0.510
N 1.277 5.615 0.721 -0.578
C 1.700 4.707 1.784 -0.563
C 1.730 3.270 1.281 0.301
O 1.651 2.314 2.002 -0.495
O 1.863 3.166 -0.052 -0.047
H 1.425 6.579 0.978 0.229
H 0.283 5.480 0.551 0.139
H 1.779 4.074 -0.402 0.382
H 1.076 4.712 2.679 0.279
H 2.724 4.952 2.077 0.401
C 0.798 -1.201 3.457 -1.012
Si 0.042 -2.411 2.223 0.410
C 0.156 -4.111 3.078 -1.134
C -1.821 -2.114 2.075 -0.694
C 0.893 -2.337 0.602 -1.171
H 0.438 -1.408 4.470 0.295
H 0.581 -0.157 3.222 0.295
H 1.887 -1.302 3.460 0.294
H -0.302 -4.094 4.072 0.281
H 1.197 -4.426 3.191 0.298
H -0.355 -4.874 2.484 0.285
H -2.297 -2.304 3.042 0.395
H -2.247 -2.817 1.352 0.005
H -2.085 -1.102 1.758 0.209
H 0.429 -2.894 -0.215 0.453
H 1.968 -2.516 0.637 0.476
N -4.308 -1.811 -0.358 -0.259
C -3.950 -3.020 -0.818 0.612
N -4.772 -4.065 -0.504 -0.468
N -2.887 -3.286 -1.537 -0.731
C -2.052 -2.267 -1.705 0.421
N -1.300 -1.401 -1.865 -0.292
H -4.945 -1.757 0.418 0.234
H -3.671 -1.022 -0.439 0.045
H -5.742 -3.872 -0.327 0.221
H -4.566 -4.918 -0.994 0.255
C 1.167 -0.062 -3.824 -1.062
N 1.631 -0.136 -2.457 0.275
C 2.660 0.497 -1.894 0.613
S 3.188 0.120 -0.334 -0.449
N 3.295 1.475 -2.614 -0.332
C 2.547 2.526 -3.305 -0.811
H 0.840 -1.057 -4.124 0.336
H 1.983 0.248 -4.474 0.441
H 0.322 0.621 -3.929 0.271
H 1.084 -0.690 -1.802 -0.209
H 4.082 1.816 -2.089 0.306
H 2.755 2.542 -4.377 0.320
H 2.824 3.494 -2.883 0.291
H 1.477 2.407 -3.146 0.119

---

49
Properties=species:S:1:pos:R:3:mulliken_charge:R:1 method="wB97M-V/def2-TZVPD" charge=+1 energy_ev=-132525.3416 largest_force_ev_per_a=2.8 de_lowest_kcal_mol=78.0 lumo_energy_ev="-7.059 / -6.472" multiplicity=2 s_squared=0.870
Ru -0.322 -2.162 0.879 0.005
S 2.620 -3.540 3.124 -0.029
C 1.409 -3.656 1.966 0.216
S 1.651 -3.170 0.347 -0.157
S -0.210 -3.945 2.436 -0.098
C 1.614 2.455 1.431 -0.991
Si 1.681 0.575 1.435 0.343
C 3.393 0.024 0.923 -0.920
C 1.209 -0.051 3.143 -0.771
Ge 0.023 -0.065 -0.256 0.145
Si -2.255 0.458 0.488 0.421
C -2.165 2.330 0.589 -1.072
C -3.583 -0.059 -0.723 -1.009
C -2.477 -0.343 2.175 -0.929
Si 0.713 0.579 -2.470 0.505
C 2.396 -0.200 -2.739 -1.017
C 0.762 2.443 -2.620 -1.040
C -0.564 -0.178 -3.619 -1.034
H 2.391 2.821 2.107 0.396
H 0.667 2.851 1.790 0.298
H 1.815 2.874 0.446 0.207
H 4.093 0.311 1.711 0.390
H 3.706 0.531 0.011 0.263
H 3.485 -1.048 0.763 0.271
H 2.061 0.068 3.816 0.388
H 0.912 -1.104 3.193 0.112
H 0.386 0.541 3.544 0.291
H -1.923 2.781 -0.374 0.253
H -1.449 2.686 1.326 0.262
H -3.154 2.690 0.884 0.426
H -3.318 0.159 -1.758 0.262
H -4.480 0.521 -0.494 0.398
H -3.856 -1.107 -0.637 0.358
H -2.009 0.251 2.960 0.317
H -2.061 -1.364 2.253 0.249
H -3.537 -0.450 2.414 0.402
H 3.168 0.305 -2.159 0.292
H 2.674 -0.127 -3.792 0.418
H 2.409 -1.257 -2.469 0.305
H 1.478 2.886 -1.927 0.298
H -0.214 2.893 -2.432 0.300
H 1.064 2.723 -3.629 0.416
H -0.711 -1.241 -3.421 0.306
H -0.241 -0.086 -4.657 0.423
H -1.529 0.324 -3.532 0.292
F -2.789 -2.945 0.312 -0.264
C -1.663 -2.820 -0.475 0.377
F -1.387 -4.030 -0.978 -0.264
H -1.881 -2.135 -1.300 -0.009